DFT (wB97M-V/def2-TZVPD) results for a structure of composition C20H23AsCl5F6MgN8O5 at a distorted geometry.

CARTESIAN COORDINATES (ANGSTROEM)
Mg: -0.935 -0.004 0.371
Cl: -2.530 2.072 -1.782
C: -1.201 2.953 -2.471
C: -0.114 3.311 -1.727
C: 0.981 3.952 -2.238
Cl: 2.352 4.292 -1.262
C: 0.963 4.327 -3.586
Cl: 2.296 5.164 -4.272
C: -0.139 3.997 -4.373
Cl: -0.163 4.423 -6.037
C: -1.221 3.305 -3.824
Cl: -2.567 2.875 -4.810
C: -0.752 -1.939 3.870
C: -0.533 -0.501 3.576
N: -0.428 0.052 2.386
C: -0.184 1.386 2.581
C: -0.153 1.647 3.925
N: -0.384 0.441 4.529
C: 0.073 2.855 4.761
O: 0.362 3.964 4.125
O: -0.008 2.763 5.963
C: 0.029 2.273 1.404
O: 0.354 3.447 1.582
O: -0.123 1.696 0.272
H: -0.808 -2.506 2.945
H: -1.699 -2.068 4.397
H: 0.050 -2.332 4.496
H: -0.457 0.341 5.530
H: 0.383 3.852 3.128
C: -2.650 -3.303 -1.472
N: -2.266 -2.420 -2.562
C: -1.692 -1.219 -2.388
N: -1.412 -0.510 -3.510
O: -1.326 -0.818 -1.270
H: -3.190 -4.146 -1.891
H: -3.297 -2.793 -0.761
H: -1.771 -3.669 -0.941
H: -2.598 -2.652 -3.481
H: -1.881 -0.714 -4.375
H: -1.119 0.444 -3.381
C: 1.682 -0.229 -1.190
N: 2.993 -0.751 -1.536
C: 3.907 -0.489 -0.425
N: 3.436 -1.128 0.805
C: 2.113 -0.612 1.119
N: 1.128 -0.863 0.037
C: 1.094 -2.325 -0.189
N: 2.403 -2.868 -0.520
C: 2.891 -2.196 -1.727
C: 3.329 -2.567 0.572
H: 1.002 -0.406 -2.025
H: 1.751 0.846 -1.020
H: 3.973 0.589 -0.267
H: 4.900 -0.870 -0.673
H: 2.185 0.466 1.276
H: 1.774 -1.094 2.036
H: 0.419 -2.533 -1.020
H: 0.715 -2.814 0.714
H: 2.200 -2.393 -2.551
H: 3.873 -2.600 -1.980
H: 4.315 -2.962 0.322
H: 2.970 -3.048 1.486
F: -2.600 0.916 1.065
As: -3.657 -0.471 1.342
F: -2.191 -1.496 1.083
F: -3.988 -0.523 -0.361
F: -4.564 -1.933 1.562
F: -4.999 0.563 1.601
F: -3.294 -0.447 3.036

## Properties
- E_tot: -6926.55119 a.u.
- Gap between HOMO and LUMO (alpha / beta): 9.168 / 8.052 eV
- 2S+1: 2
- HOMO (alpha / beta): -9.3 / -9.3 eV
- Total charge: 0
- ⟨S²⟩: 0.7613
- ΔE to the lowest compared entry with this formula, charge and spin: 1.0309 eV